Record 1
A structure of composition C6H12KS3, computed with ωB97M-V/def2-TZVPD.

Structure (XYZ):
```
22
Properties=species:S:1:pos:R:3:forces:R:3:mulliken_charge:R:1
K 3.446 0.972 -0.201 0.0 0.0 0.0 0.869
C -0.314 -1.572 1.545 -0.3 0.0 -0.4 -0.696
C -0.353 -0.207 2.209 0.4 0.1 0.0 -0.668
S 0.830 1.040 1.592 -0.1 0.0 0.0 -0.166
C -0.178 2.169 0.579 0.2 -0.3 0.1 -0.772
C -0.652 1.593 -0.738 0.1 0.1 -0.4 -0.225
S 0.713 1.117 -1.864 -0.2 -0.1 0.1 -0.203
C 0.231 -0.579 -2.333 0.1 0.4 0.1 -0.683
C 0.345 -1.628 -1.245 -0.3 -0.2 0.3 -0.353
S -1.101 -1.654 -0.102 0.4 -0.2 0.1 -0.121
H -0.898 -2.265 2.156 0.2 0.0 0.0 0.412
H 0.702 -1.960 1.457 -0.1 0.0 0.1 0.317
H -0.086 -0.326 3.261 -0.2 0.1 0.0 0.445
H -1.349 0.226 2.143 0.0 0.0 0.1 0.370
H 0.459 3.045 0.431 -0.1 0.0 0.1 0.352
H -1.041 2.460 1.182 0.1 0.1 0.0 0.377
H -1.260 2.327 -1.273 0.0 0.0 0.1 0.416
H -1.234 0.686 -0.570 0.0 0.3 0.0 0.065
H 0.914 -0.819 -3.153 -0.2 0.0 0.0 0.392
H -0.789 -0.529 -2.719 0.1 -0.1 -0.1 0.361
H 1.246 -1.480 -0.645 -0.1 -0.1 -0.1 0.091
H 0.369 -2.616 -1.710 0.2 0.1 0.1 0.418
```
Forces are in eV/Å.

## Properties
**HOMO energy**: -11.676 eV
**DFT total energy**: -55242.6453 eV
**Energy above the lowest of the compared OMol25 structures with the same formula, charge and spin**: 0.0000 eV
**Frontier orbital gap**: 8.1 eV
**Charge**: +1

=====

Record 2
A structure of composition C6H12MgO2, computed with ωB97M-V/def2-TZVPD.

Structure (XYZ):
```
21
Properties=species:S:1:pos:R:3:forces:R:3:mulliken_charge:R:1
C 1.825 0.288 -0.378 0.2 -0.2 -0.2 -1.042
C 1.252 0.144 0.975 3.7 3.5 1.8 0.872
C 1.317 -1.172 1.694 -0.6 -0.7 0.1 -0.934
O 1.106 1.222 1.714 -0.7 -3.4 -2.2 -0.552
Mg -0.620 0.536 2.152 -1.4 1.2 0.8 1.075
O -1.581 1.265 0.599 1.2 -2.0 -1.2 -0.634
C -1.409 0.574 -0.474 -2.3 1.9 1.2 1.162
C -1.416 -0.908 -0.418 0.8 -0.7 -0.3 -1.057
C -1.529 1.254 -1.787 -0.1 -0.5 -0.5 -1.067
H 2.392 -0.613 -0.633 -0.3 0.1 -0.2 0.388
H 1.051 0.468 -1.137 0.2 -0.1 0.1 0.162
H 2.506 1.150 -0.390 -0.3 0.0 0.1 0.375
H 1.641 -1.965 1.000 -0.4 0.1 0.4 0.396
H 2.049 -1.101 2.528 -0.4 0.2 -0.4 0.361
H 0.328 -1.486 2.138 0.6 -0.2 -0.1 0.344
H -1.361 -1.314 -1.443 -0.2 -0.1 0.6 0.352
H -0.548 -1.333 0.121 -0.3 0.2 -0.2 0.336
H -2.310 -1.271 0.108 0.0 0.2 -0.3 0.368
H -1.703 0.478 -2.555 0.2 0.6 0.2 0.343
H -2.375 1.964 -1.780 0.4 -0.2 0.2 0.382
H -0.616 1.819 -2.036 -0.3 0.0 0.1 0.369
```
Forces are in eV/Å.

## Properties
**HOMO energy**: -20.002 eV
**DFT total energy**: -15938.8565 eV
**Energy above the lowest of the compared OMol25 structures with the same formula, charge and spin**: 0.4812 eV
**Frontier orbital gap**: 10.1 eV
**Charge**: +2

=====

Record 3
The ion C6H12N with charge +1, computed with ωB97M-V/def2-TZVPD.

Structure (XYZ):
```
19
Properties=species:S:1:pos:R:3:forces:R:3:mulliken_charge:R:1
C -0.553 0.431 -1.735 2.1 -1.9 -0.5 -0.224
C 0.574 -0.224 -2.061 -2.1 1.3 3.5 -0.708
C -0.663 0.501 -0.276 -1.1 -1.7 0.7 0.425
C 0.630 -0.127 0.276 -1.3 -1.1 -5.0 -0.110
C -1.973 -0.279 0.160 -0.5 4.4 -0.3 -1.540
C 0.507 -1.144 1.375 4.2 2.6 0.0 -1.591
N 1.716 0.845 0.332 -0.4 0.3 4.6 -0.182
H -1.362 0.677 -2.389 -0.2 0.6 -0.6 0.452
H 1.254 -0.337 -2.828 1.1 -0.7 -1.6 0.448
H -0.600 1.524 -0.033 -0.8 1.7 1.0 0.375
H -2.832 0.253 -0.431 1.4 -1.3 1.3 0.380
H -2.164 -0.198 1.243 -0.1 -0.2 -0.5 0.339
H -1.833 -1.252 -0.163 -0.2 -2.0 -0.6 0.541
H 0.245 -0.517 2.234 0.4 -0.4 0.7 0.416
H 1.439 -1.772 1.496 -1.2 0.7 0.2 0.422
H -0.324 -1.672 1.184 -2.6 -2.3 -0.7 0.427
H 2.023 1.527 -0.335 -0.3 -0.2 -1.3 0.346
H 2.482 0.369 0.775 1.3 -0.4 -0.5 0.373
H 1.436 1.394 1.177 0.2 0.6 -0.4 0.411
```
Forces are in eV/Å.

## Properties
**HOMO energy (spin up / spin down)**: -12.743 / -12.792 eV
**DFT total energy**: -7894.6155 eV
**Energy above the lowest of the compared OMol25 structures with the same formula, charge and spin**: 5.4460 eV
**Frontier orbital gap (spin up / spin down)**: 8.7 / 8.9 eV
**Charge**: +1